1) C5H4O3 | the ωB97M-V functional and the def2-TZVPD basis

Calculated values
SMILES: O=C1[C@H]2O[C@@H]1[C@H]1O[C@H]12
Frontier orbital gap (eV): 10.6
Molar mass (g mol⁻¹): 112.1
LUMO energy (eV): 0.74
HOMO level (eV): -9.8578

Positions of all 12 atoms, in Å:
O  2.60  -0.90  -0.37
C  1.42  -0.58  -0.35
C  0.61  -0.12  1.00
O  0.54  1.09  0.37
C  0.31  0.62  -0.98
C  -1.17  0.05  -0.73
O  -1.15  -1.42  -0.43
C  -0.83  -0.51  0.67
H  0.99  -0.10  2.03
H  0.62  1.56  -1.81
H  -2.19  0.76  -0.92
H  -1.75  -0.45  1.51

---

2) C5H4O3 | the ωB97M-V functional and the def2-TZVPD basis

Calculated values
SMILES: O=C1OC=C[C@@H]2O[C@@H]12
Frontier orbital gap (eV): 10.9
Molar mass (g mol⁻¹): 112.1
LUMO energy (eV): 0.83
HOMO level (eV): -10.0403

Positions of all 12 atoms, in Å:
O  -2.58  -0.61  0.36
C  -1.55  -0.27  -0.08
O  -1.11  1.09  -0.21
C  0.28  1.35  -0.14
C  1.25  0.53  0.27
C  0.65  -0.84  0.47
O  0.52  -2.10  -0.24
C  -0.31  -0.97  -0.56
H  0.42  2.39  -0.42
H  2.20  0.93  0.61
H  0.20  -0.96  1.42
H  0.02  -0.55  -1.49

---

On energetic grounds, 2) is preferred over the next structure by 227.1 kJ/mol.

---

1) C5H13N3 | the ωB97M-V functional and the def2-TZVPD basis

Calculated values
SMILES: C=C(N)N(N)C(C)C
Frontier orbital gap (eV): 8.9
Molar mass (g mol⁻¹): 115.2
LUMO energy (eV): 1.03
HOMO level (eV): -7.8403

Positions of all 21 atoms, in Å:
C  2.36  -0.90  0.16
C  1.52  0.03  -0.31
N  1.96  1.28  -0.73
N  0.16  -0.18  -0.60
N  -0.26  -1.50  -0.87
C  -0.82  0.55  0.21
C  -2.07  0.82  -0.63
C  -1.19  -0.19  1.51
H  2.03  -1.89  0.43
H  3.41  -0.70  0.26
H  2.79  1.62  -0.26
H  1.24  1.98  -0.82
H  -0.06  -2.14  -0.10
H  0.26  -1.82  -1.68
H  -0.36  1.50  0.48
H  -1.80  1.33  -1.55
H  -2.55  -0.12  -0.89
H  -2.77  1.43  -0.08
H  -1.69  -1.13  1.28
H  -0.30  -0.39  2.10
H  -1.86  0.43  2.10

---

2) C5H13N3 | the ωB97M-V functional and the def2-TZVPD basis

Calculated values
Frontier orbital gap (eV): 9.0
Molar mass (g mol⁻¹): 115.2
LUMO energy (eV): 0.83
HOMO level (eV): -8.1563

Positions of all 21 atoms, in Å:
C  -0.61  -0.34  -0.85
C  -1.84  -1.16  -1.05
C  1.70  1.09  -0.55
N  0.14  -0.68  0.17
C  1.39  -0.04  0.38
N  -0.26  -1.68  1.12
N  -1.55  2.25  -0.26
C  2.23  -0.43  1.33
H  -1.14  1.36  -0.66
H  -0.14  -1.31  2.06
H  0.31  -2.51  1.01
H  -2.14  2.67  -0.98
H  -2.16  1.99  0.51
H  -1.54  -2.05  -1.61
H  -2.56  -0.62  -1.66
H  -2.31  -1.50  -0.12
H  2.71  1.45  -0.37
H  1.59  0.78  -1.58
H  1.00  1.91  -0.37
H  2.05  -1.25  2.01
H  3.16  0.08  1.47

---

3) C5H13N3 | the ωB97M-V functional and the def2-TZVPD basis

Calculated values
Frontier orbital gap (eV): 9.4
Molar mass (g mol⁻¹): 115.2
LUMO energy (eV): 0.88
HOMO level (eV): -8.5169

Positions of all 21 atoms, in Å:
C  1.45  -0.79  1.79
C  -0.79  -1.00  0.39
C  -0.42  -1.58  -1.08
C  -0.87  0.36  0.85
C  -1.10  1.91  0.07
H  1.00  -1.48  2.69
H  2.13  -1.47  1.17
H  2.05  0.06  2.01
H  -1.33  -1.85  1.08
H  -1.40  -2.02  -1.77
H  0.58  -2.51  -1.13
H  0.16  -1.07  -2.81
H  1.13  -0.37  -1.76
H  -1.10  0.71  1.90
H  -1.95  1.98  -0.68
H  -1.45  2.37  1.02
H  1.16  2.64  -0.26
H  0.16  2.21  -1.57
N  0.38  -0.40  0.65
N  0.14  -0.34  -1.96
N  0.09  2.64  -0.60

---

On energetic grounds, 1) is preferred over the next structure by 199.3 kJ/mol.

---

1) C2H8N4 | the ωB97M-V functional and the def2-TZVPD basis

Calculated values
SMILES: CN/N=C\NN
Frontier orbital gap (eV): 9.2
Molar mass (g mol⁻¹): 88.1
LUMO energy (eV): 1.02
HOMO level (eV): -8.1434

Positions of all 14 atoms, in Å:
C  -2.18  -0.14  0.06
N  -0.79  -0.30  -0.14
N  -0.23  0.93  -0.34
C  1.01  1.22  -0.05
N  1.61  0.04  0.42
N  1.80  -0.90  -0.36
H  -2.66  -1.27  -0.02
H  -2.45  0.10  1.28
H  -2.55  0.82  -0.68
H  0.01  -1.05  0.42
H  1.27  2.31  -0.28
H  2.54  0.27  1.12
H  1.48  -0.55  -1.31
H  1.13  -1.48  -0.12

---

2) C2H8N4 | the ωB97M-V functional and the def2-TZVPD basis

Calculated values
SMILES: [H]/N=C(/N)NCN
Frontier orbital gap (eV): 10.0
Molar mass (g mol⁻¹): 88.1
LUMO energy (eV): 0.94
HOMO level (eV): -9.0547

Positions of all 14 atoms, in Å:
H  -1.01  0.33  1.74
N  -0.02  0.52  1.84
C  0.61  0.64  0.74
N  1.96  0.96  0.74
N  0.15  0.58  -0.56
C  -1.07  -0.10  -0.90
N  -0.89  -1.54  -0.90
H  2.34  1.08  1.67
H  2.58  0.48  0.10
H  0.99  0.47  -1.17
H  -1.86  0.25  -0.21
H  -1.36  0.21  -1.92
H  -1.74  -2.01  -1.21
H  -0.69  -1.87  0.04

---

On energetic grounds, 2) is preferred over the next structure by 716.0 kJ/mol.

---

1) C3H4N2OS | the ωB97M-V functional and the def2-TZVPD basis

Calculated values
SMILES: OCc1nncs1
Frontier orbital gap (alpha / beta) (eV): 8.6 / 8.6
Molar mass (g mol⁻¹): 116.1
LUMO energy (alpha / beta) (eV): -0.33 / -0.33
HOMO level (alpha / beta) (eV): -8.9151 / -8.9157

Positions of all 11 atoms, in Å:
O  -2.40  0.53  -0.26
C  -1.53  -0.53  0.20
C  -0.10  -0.36  -0.21
N  0.69  1.25  -0.09
N  1.88  1.10  -0.06
C  2.44  -0.06  -0.15
S  1.22  -1.33  -0.30
H  -2.04  1.39  -0.10
H  -2.10  -1.34  -0.28
H  -1.59  -0.38  1.22
H  3.54  -0.27  0.05

---

2) C3H4N2OS | the ωB97M-V functional and the def2-TZVPD basis

Calculated values
SMILES: Nc1nc(S)co1
Frontier orbital gap (eV): 9.1
Molar mass (g mol⁻¹): 116.1
LUMO energy (eV): 0.84
HOMO level (eV): -8.2993

Positions of all 11 atoms, in Å:
N  1.83  -0.47  -2.02
C  0.92  -0.38  -0.99
N  0.40  0.68  -0.51
C  -0.44  0.17  0.46
S  -1.41  1.34  1.39
C  -0.40  -1.15  0.52
O  0.55  -1.55  -0.43
H  2.31  0.40  -2.20
H  2.50  -1.24  -2.01
H  -1.95  0.41  2.19
H  -0.86  -1.95  1.05

---

On energetic grounds, 2) is preferred over the next structure by 363.0 kJ/mol.